Record 1
Computed, not measured: a structure of composition C22H22O6 at a distorted geometry, with the ωB97M-V functional and the def2-TZVPD basis.

Calculated values
LUMO energy in eV: -0.393
2S+1: 1
Energy above the lowest of the compared OMol25 structures with the same formula, charge and spin in kcal/mol: 66.73
DFT total energy in eV: -35453.071
E_HOMO in eV: -8.16
Net charge: 0

Last column: Löwdin charge in e.
Cartesian coordinates (Å):
C -5.7304 -0.1590 3.1281  -0.06
O -5.7482 0.1565 1.7290  -0.08
C -4.5865 0.4404 1.0901  -0.27
C -4.7189 0.9537 -0.2101  0.00
C -3.6476 1.5173 -0.8153  -0.04
C -2.4178 1.7175 -0.1557  -0.22
C -1.4415 2.6025 -0.8315  -0.03
C -0.3272 3.1032 0.0026  -0.18
C 0.9400 3.4434 -0.5460  0.05
C 1.9308 4.0477 0.2272  -0.15
C 1.7146 4.2539 1.6101  -0.22
O 2.6712 5.0020 2.2418  -0.02
C 3.6908 5.3124 1.2075  -0.11
C 3.2101 4.7032 -0.1034  -0.12
C 0.5035 3.8645 2.2117  0.01
C -0.4663 3.2655 1.4257  -0.03
C -2.2036 0.8617 0.9840  -0.02
C -3.3006 0.3278 1.6688  -0.01
H -6.7598 -0.4041 3.3610  0.09
H -5.0822 -1.0100 3.3213  0.08
H -5.3973 0.6888 3.7269  0.10
H -5.7134 0.9266 -0.6675  0.13
H -3.7565 1.8821 -1.8488  0.11
H -2.0221 3.5055 -1.2938  0.17
H 1.1502 3.1507 -1.5877  0.13
H 3.7821 6.4078 1.1438  0.12
H 4.6409 4.8811 1.5503  0.12
H 3.9385 4.0169 -0.5079  0.12
H 3.0761 5.4664 -0.8578  0.12
H 0.3922 4.0770 3.2619  0.11
H -1.3786 2.9170 1.9429  0.11
H -1.1877 0.6458 1.3515  0.13
H -3.2045 -0.1609 2.6475  0.11
C -1.5495 1.3481 -6.0804  0.02
C -0.5278 2.1944 -5.3710  -0.56
C 0.3458 2.9534 -6.3609  0.02
O -1.1466 3.1761 -4.5545  0.04
C -1.9116 2.6091 -3.4767  -0.39
O -3.0817 2.9913 -3.3951  0.09
C -1.1209 1.7490 -2.5722  0.03
C -0.0446 1.0104 -3.2940  -0.42
O 0.5923 0.0633 -2.8071  0.09
O 0.3457 1.3985 -4.5385  0.08
H -2.1272 0.7743 -5.3589  0.10
H -2.2293 1.9825 -6.6508  0.11
H -1.0703 0.6485 -6.7624  0.10
H 1.1131 3.4923 -5.8052  0.09
H 0.8507 2.2913 -7.0619  0.09
H -0.2406 3.6800 -6.9258  0.10
H -1.8064 0.9471 -2.0699  0.16

Cartesian forces, eV/Å:
C 0.143 0.033 -0.716
O 0.070 -0.249 0.234
C 0.511 0.621 0.459
C -1.117 -0.937 0.897
C 0.428 1.200 -0.606
C -0.396 -2.343 0.439
C -0.537 1.223 -1.506
C 2.107 -0.037 1.221
C -0.403 -0.284 -0.084
C -1.257 -0.216 1.654
C -1.165 0.301 -0.792
O 0.284 -0.424 -1.140
C -0.132 0.137 0.920
C 0.665 0.075 -0.734
C 1.408 0.253 -0.571
C -0.732 -0.231 -0.698
C 0.094 1.093 -0.577
C -0.703 -0.183 -0.352
H -0.015 -0.047 0.146
H -0.030 -0.180 0.090
H 0.029 0.116 -0.058
H 0.462 -0.027 0.063
H -0.086 0.113 0.827
H 1.079 -1.756 0.725
H -0.185 0.485 0.426
H -0.044 -0.419 0.187
H -0.294 0.182 -0.050
H 0.313 -0.329 -0.109
H -0.101 0.265 -0.229
H -0.324 -0.184 0.172
H 0.539 0.484 -0.569
H -0.586 0.506 -0.036
H 0.243 0.175 -0.629
C -0.235 -0.374 0.086
C 0.620 0.763 0.054
C 0.313 0.118 0.350
O -0.968 -0.928 1.133
C -1.795 2.102 -1.556
O 2.880 -0.938 0.082
C -2.770 -1.270 1.861
C 3.023 -1.999 1.324
O -1.844 2.253 -0.743
O -0.627 0.059 -0.213
H -0.176 -0.102 0.034
H 0.066 0.019 0.108
H 0.096 -0.003 0.048
H -0.030 0.040 0.004
H -0.118 -0.177 0.076
H -0.114 -0.155 0.129
H 1.411 1.172 -1.779


Record 2
Computed, not measured: a structure of composition C22H23BCoN13S at a distorted geometry, with the ωB97M-V functional and the def2-TZVPD basis.

Calculated values
LUMO energy (spin up / spin down) in eV: -7.646 / -7.645
2S+1: 1
Energy above the lowest of the compared OMol25 structures with the same formula, charge and spin in kcal/mol: 6.84
DFT total energy in eV: -91685.075
E_HOMO (spin up / spin down) in eV: -14.09 / -14.09
Net charge: +2

Last column: Löwdin charge in e.
Cartesian coordinates (Å):
Co 0.2020 -0.0597 0.4393  0.67
C 0.0339 4.0334 0.7344  0.00
C 0.2397 2.7799 1.2906  -0.08
N 0.1958 1.8537 0.3316  -0.03
N -0.0141 2.4768 -0.8474  0.07
C -0.1344 3.7930 -0.6165  -0.01
B -0.0345 1.5806 -2.1260  -0.63
N 1.2468 0.7045 -2.0363  0.05
C 2.3165 0.6692 -2.8390  0.00
C 3.3259 -0.0273 -2.1963  0.00
C 2.7800 -0.3970 -0.9764  -0.10
N 1.5129 0.0322 -0.9072  -0.04
N -1.2463 0.6510 -1.9290  0.05
C -2.3440 0.4995 -2.6742  0.00
C -3.2092 -0.3516 -2.0123  0.00
C -2.5521 -0.6890 -0.8391  -0.10
N -1.3598 -0.0744 -0.7903  0.03
N -0.0659 2.2619 -3.4559  -0.02
C -0.0329 3.5510 -3.9131  -0.06
C -0.0705 3.5141 -5.2747  -0.04
C -0.1132 2.1388 -5.5918  -0.12
N -0.0988 1.3891 -4.5066  0.06
H 0.0172 4.9850 1.2371  0.12
H 0.4252 2.5176 2.3199  0.12
H -0.3537 4.4915 -1.4013  0.12
H 2.3033 1.1306 -3.8124  0.14
H 4.3191 -0.2249 -2.5611  0.12
H 3.2597 -0.8978 -0.1508  0.12
H -2.4434 0.9875 -3.6295  0.14
H -4.1830 -0.6792 -2.3337  0.12
H -2.9075 -1.3375 -0.0588  0.10
H 0.0216 4.4102 -3.2717  0.10
H -0.0387 4.3492 -5.9536  0.11
H -0.1337 1.6771 -6.5675  0.12
C 2.1331 -1.8706 4.9905  -0.07
C 1.8352 -0.3749 4.8066  -0.21
C 0.6328 -0.1531 3.9525  -0.54
N 0.5977 -0.1821 2.6669  0.03
N -0.6405 0.0356 2.1439  -0.12
C -1.5813 0.2639 3.0210  -0.64
N -2.8551 0.5248 2.7210  0.17
S -0.9493 0.1667 4.6316  1.21
H 2.9627 -1.9877 5.6848  0.09
H 2.4052 -2.3312 4.0410  0.08
H 1.2732 -2.3985 5.4050  0.08
H 2.6848 0.1198 4.3361  0.13
H 1.6714 0.0895 5.7788  0.12
H -3.1296 0.6734 1.7623  0.12
H -3.5247 0.7362 3.4419  0.13
N -3.6293 -4.6815 1.5304  0.21
C -2.5479 -4.4197 1.2446  -0.15
C -1.2257 -3.9819 0.8869  -0.17
C -0.1997 -4.8429 0.5150  0.05
C 1.0201 -4.2820 0.1843  0.01
C 1.1663 -2.9082 0.1937  -0.06
N 0.1747 -2.0732 0.5348  0.02
C -0.9889 -2.6184 0.8984  -0.08
H -0.3535 -5.9135 0.4943  0.15
H 1.8605 -4.8996 -0.0983  0.13
H 2.1093 -2.4724 -0.0862  0.09
H -1.7653 -1.9571 1.2379  0.09

Cartesian forces, eV/Å:
Co -1.100 0.082 -0.312
C 0.000 0.014 -0.042
C -0.044 0.066 0.049
N 0.036 -0.149 0.191
N 0.035 0.181 -0.082
C 0.018 0.042 0.094
B 0.261 0.121 -0.188
N -0.052 0.062 -0.132
C 0.210 0.010 -0.002
C -0.015 0.043 -0.006
C 0.094 0.083 -0.032
N 0.252 -0.378 0.007
N -0.180 -0.212 0.129
C -0.052 -0.045 0.008
C -0.026 -0.001 0.090
C -0.104 0.028 0.024
N 0.903 0.191 0.120
N -0.070 0.120 0.127
C -0.061 -0.110 0.098
C 0.086 -0.096 -0.186
C 0.102 0.008 0.031
N -0.183 0.128 -0.128
H -0.012 -0.034 -0.018
H -0.020 -0.045 -0.050
H 0.048 -0.031 -0.023
H -0.077 0.031 0.061
H -0.034 0.001 0.023
H -0.055 0.007 -0.006
H 0.094 0.028 0.041
H 0.039 -0.013 0.015
H -0.027 0.055 -0.078
H 0.033 -0.032 0.029
H -0.050 -0.020 0.038
H -0.022 -0.005 0.052
C -0.060 0.058 0.024
C 0.017 -0.224 0.015
C -0.138 0.151 0.107
N 0.134 0.189 -0.307
N -0.063 -0.272 -0.002
C -0.054 0.000 0.113
N -0.009 -0.037 -0.002
S 0.098 -0.009 -0.001
H 0.013 -0.026 -0.038
H -0.011 -0.009 0.016
H 0.020 0.005 -0.011
H -0.023 0.065 -0.002
H 0.019 0.068 -0.019
H 0.023 0.031 0.007
H -0.023 -0.007 -0.019
N 0.124 0.010 -0.027
C -0.043 -0.025 0.053
C -0.077 0.000 -0.002
C 0.009 -0.040 0.006
C -0.004 -0.065 -0.008
C 0.042 0.056 -0.046
N -0.148 0.046 -0.013
C 0.143 -0.123 0.185
H -0.010 0.010 -0.001
H -0.007 0.001 -0.001
H -0.057 0.014 -0.046
H 0.059 0.006 0.078


Record 3
Computed, not measured: a structure of composition C22H23BLiN2O4, with the ωB97M-V functional and the def2-TZVPD basis.

Calculated values
LUMO energy in eV: 2.465
2S+1: 1
Energy above the lowest of the compared OMol25 structures with the same formula, charge and spin in kcal/mol: 0.00
DFT total energy in eV: -35244.743
E_HOMO in eV: -4.32
Net charge: -1

Last column: Löwdin charge in e.
Cartesian coordinates (Å):
Li 2.8329 -0.5349 0.4573  0.51
O 6.3657 0.5648 1.6180  0.01
C 5.2305 0.1428 1.4086  -0.64
O 4.5528 0.1642 0.3371  -0.14
C 4.5024 -0.5031 2.6049  -0.18
C 5.0888 -0.5605 3.8624  -0.01
C 4.3713 -1.1209 4.9039  -0.07
C 3.0922 -1.6025 4.6607  -0.07
C 2.5849 -1.5071 3.3757  -0.12
N 3.2764 -0.9748 2.3705  0.05
H 6.0843 -0.1552 3.9741  0.11
H 4.8013 -1.1764 5.8969  0.10
H 2.4941 -2.0405 5.4486  0.10
H 1.5873 -1.8556 3.1314  0.11
N 2.9121 2.1279 -1.3195  0.12
C 3.1174 2.4059 -2.6520  -0.32
C 2.0424 2.5132 -3.5432  -0.04
C 2.2547 2.8523 -4.8690  -0.12
C 3.5362 3.0900 -5.3509  -0.14
C 4.6075 2.9742 -4.4728  -0.12
C 4.4079 2.6384 -3.1449  -0.04
H 3.6836 1.6936 -0.8238  0.05
H 2.0304 1.6915 -1.0852  0.04
H 1.0386 2.3151 -3.1854  0.10
H 1.4029 2.9248 -5.5355  0.09
H 3.6966 3.3530 -6.3886  0.08
H 5.6184 3.1456 -4.8244  0.09
H 5.2513 2.5466 -2.4706  0.11
C -6.5034 -0.8143 -0.2098  -0.08
C -5.3321 -1.3795 0.5932  -0.57
C -5.3863 -2.9111 0.4949  -0.06
C -5.5162 -0.9637 2.0588  -0.06
C -3.9779 -0.8820 0.0821  -0.19
C -3.8604 -0.0103 -0.9970  -0.05
C -2.6154 0.4397 -1.4557  0.01
C -1.4939 -0.0075 -0.8051  -0.25
O -0.1795 0.2673 -1.0387  0.03
B 0.6133 -0.4462 -0.0786  -0.34
O -0.3472 -1.1643 0.7361  0.03
C -1.5920 -0.8780 0.2733  -0.24
C -2.8106 -1.3224 0.7275  0.05
H -7.4415 -1.2018 0.1947  0.08
H -6.4471 -1.1030 -1.2609  0.08
H -6.5396 0.2754 -0.1546  0.08
H -6.3455 -3.2861 0.8631  0.08
H -4.5944 -3.3778 1.0814  0.07
H -5.2666 -3.2312 -0.5420  0.09
H -6.4777 -1.3212 2.4380  0.08
H -5.4893 0.1235 2.1547  0.09
H -4.7288 -1.3729 2.6922  0.07
H -4.7469 0.3399 -1.5063  0.09
H -2.5366 1.1172 -2.2963  0.11
H -2.8491 -2.0021 1.5704  0.12

Cartesian forces, eV/Å:
Li -0.169 0.029 -0.128
O -0.007 0.003 -0.009
C 0.010 -0.037 0.012
O 0.083 0.075 0.028
C -0.035 0.019 -0.051
C 0.001 0.010 -0.033
C 0.060 0.025 -0.005
C -0.035 -0.022 -0.001
C 0.012 0.004 0.003
N 0.069 -0.027 0.144
H 0.000 -0.010 0.028
H -0.018 -0.010 0.006
H 0.004 0.002 0.002
H 0.005 -0.003 -0.003
N 0.015 -0.040 0.119
C -0.011 -0.003 -0.008
C -0.042 0.017 -0.053
C 0.015 -0.005 0.030
C 0.001 0.002 -0.012
C -0.020 -0.005 0.027
C 0.037 -0.001 -0.022
H 0.027 0.025 -0.031
H -0.009 -0.030 -0.071
H 0.012 -0.008 0.035
H 0.006 0.002 -0.009
H 0.003 -0.001 0.001
H -0.003 0.002 -0.014
H -0.010 -0.006 0.011
C -0.015 0.011 0.001
C 0.015 -0.038 -0.014
C 0.000 -0.005 -0.010
C -0.002 0.017 0.009
C -0.005 0.032 -0.026
C 0.042 -0.030 0.050
C -0.036 0.042 -0.067
C 0.128 -0.016 0.039
O -0.148 0.069 -0.091
B 0.119 -0.096 0.126
O -0.071 0.022 -0.045
C -0.018 0.012 -0.015
C 0.006 -0.047 0.053
H 0.000 0.001 -0.002
H 0.004 -0.004 0.001
H 0.002 -0.003 0.002
H -0.002 0.013 0.002
H 0.002 0.006 -0.002
H 0.005 -0.002 0.004
H 0.001 0.001 0.003
H -0.002 -0.003 -0.001
H 0.001 -0.004 -0.001
H 0.005 0.009 -0.012
H -0.019 -0.001 0.003
H -0.012 0.007 -0.004


Record 4
Computed, not measured: a structure of composition C22H23BN9ORbS3, with the ωB97M-V functional and the def2-TZVPD basis.

Calculated values
LUMO energy in eV: 3.881
2S+1: 1
Energy above the lowest of the compared OMol25 structures with the same formula, charge and spin in kcal/mol: 0.27
DFT total energy in eV: -72489.220
E_HOMO in eV: -1.02
Net charge: -2

Last column: Löwdin charge in e.
Cartesian coordinates (Å):
Rb -0.1141 0.6907 -0.7127  0.58
C -0.6722 -3.9889 -3.0646  -0.08
C 0.0771 -3.0679 -2.3095  -0.16
N -0.2864 -1.8198 -2.5835  0.02
N -1.2596 -1.9113 -3.5109  -0.07
C -1.5094 -3.1961 -3.8188  -0.11
B -2.0321 -0.6784 -4.0320  -0.55
N -2.8902 -0.1115 -2.8819  -0.06
C -2.9989 -0.5562 -1.6124  -0.15
C -3.8112 0.3184 -0.9213  -0.10
C -4.1620 1.2784 -1.8847  -0.19
N -3.6083 1.0131 -3.0610  0.06
N -1.0665 0.4203 -4.5382  -0.05
C -0.8150 0.7187 -5.8245  -0.11
C 0.1074 1.7440 -5.8610  -0.10
C 0.3584 2.0077 -4.5045  -0.19
N -0.3466 1.2059 -3.7191  0.01
H -0.6069 -5.0637 -3.0555  0.08
H 0.8520 -3.2649 -1.5825  0.08
H -2.2659 -3.4444 -4.5450  0.10
H -2.7092 -1.0355 -4.9712  0.11
H -2.4876 -1.4423 -1.2727  0.11
H -4.0795 0.2657 0.1206  0.09
H -4.7823 2.1556 -1.7774  0.09
H -1.3202 0.1881 -6.6143  0.10
H 0.5215 2.2315 -6.7275  0.07
H 1.0135 2.7469 -4.0682  0.09
S 0.1027 -0.0167 4.7509  0.29
C 0.1204 0.0435 3.0417  -1.90
S -1.1701 -0.6509 2.1388  0.25
S 1.4720 0.7756 2.2356  0.27
N 3.5338 -0.9400 4.3034  0.18
C 4.1153 -2.0661 3.8780  -0.51
O 5.1242 -2.5573 4.3838  0.00
C 3.4453 -2.7213 2.7003  -0.13
C 4.2173 -3.4474 1.8000  -0.02
C 3.5976 -4.0107 0.7004  -0.16
N 2.2891 -3.9059 0.4542  0.05
C 1.5591 -3.2263 1.3356  -0.13
C 2.0833 -2.6209 2.4718  -0.02
H 3.9224 -0.4879 5.1123  0.11
H 2.7745 -0.4649 3.8037  -0.03
H 5.2806 -3.5513 1.9710  0.11
H 4.1757 -4.5679 -0.0309  0.09
H 0.4995 -3.1252 1.1258  0.09
H 1.4264 -2.0818 3.1427  0.06
C -0.1579 3.7431 4.8268  -0.06
C -0.4910 3.7803 3.3665  -0.28
C 0.1274 4.6654 2.4947  -0.05
C -0.1365 4.5834 1.1391  -0.17
N -0.9734 3.6985 0.5982  0.04
C -1.5775 2.8612 1.4442  -0.20
C -1.3800 2.8697 2.8150  -0.06
H 0.5146 4.5580 5.1004  0.07
H 0.3164 2.7832 5.0526  0.03
H -1.0604 3.8099 5.4381  0.08
H 0.8471 5.3885 2.8618  0.10
H 0.3658 5.2521 0.4454  0.09
H -2.2247 2.1167 1.0015  0.07
H -1.8446 2.1094 3.4308  0.10

Cartesian forces, eV/Å:
Rb -0.007 -0.036 0.013
C 0.090 0.003 0.027
C -0.014 0.020 0.004
N 0.050 -0.142 0.079
N -0.112 0.229 -0.110
C -0.018 -0.061 0.022
B 0.041 -0.030 -0.002
N 0.043 0.028 0.028
C -0.062 0.000 0.080
C -0.005 -0.024 0.020
C 0.006 0.023 -0.077
N 0.007 -0.005 0.001
N 0.013 -0.023 -0.037
C -0.013 0.023 -0.010
C -0.006 -0.004 0.009
C 0.020 -0.014 -0.018
N -0.027 0.034 0.009
H 0.005 0.002 -0.004
H -0.005 -0.012 0.004
H -0.001 0.007 0.004
H 0.005 0.005 0.004
H 0.023 0.002 -0.027
H 0.000 -0.001 0.001
H -0.006 -0.007 0.027
H -0.004 0.000 0.002
H 0.000 -0.002 0.000
H 0.004 -0.005 0.003
S 0.012 0.037 -0.007
C -0.041 -0.019 0.050
S 0.029 0.006 -0.057
S -0.019 0.020 -0.017
N -0.014 0.006 -0.041
C -0.012 0.014 -0.006
O 0.015 -0.007 0.007
C -0.006 -0.002 -0.006
C -0.010 0.005 0.026
C 0.007 0.021 0.013
N 0.038 -0.027 -0.002
C -0.074 -0.005 -0.040
C 0.029 0.024 -0.018
H -0.015 0.006 0.002
H 0.067 -0.020 0.049
H 0.000 -0.011 -0.017
H 0.008 -0.003 0.006
H -0.005 -0.004 0.018
H -0.012 -0.030 -0.001
C -0.005 -0.004 0.009
C -0.002 -0.015 0.077
C 0.059 0.063 -0.069
C -0.012 -0.017 -0.061
N 0.063 0.007 -0.009
C 0.052 0.131 0.088
C -0.018 -0.084 -0.016
H 0.001 -0.005 0.004
H 0.009 -0.003 0.000
H 0.002 -0.009 -0.002
H -0.001 -0.003 -0.001
H -0.016 0.005 -0.002
H -0.141 -0.077 -0.008
H -0.017 -0.011 -0.023